(1)
The molecule C6H12O. Source: the OMol25 dataset; level of theory: ωB97M-V/def2-TZVPD.

## Properties
Total energy = -311.0157 hartree
HOMO energy = -9.62 eV
Energy above the lowest of the compared OMol25 structures with the same formula, charge and spin = 27.4 kcal per mole
SMILES string = CCC[C@@H](C)C=O

Geometry (Å):
C (1.08828, 0.37895, 1.01014)
C (2.13478, -0.03835, -0.05933)
O (0.22236, -1.28376, -1.67297)
C (-0.43095, -1.38342, -0.66415)
C (-0.49154, 0.15508, 1.08934)
C (-1.33862, -0.32618, -0.12646)
C (-1.70663, 0.75954, -1.13114)
H (1.48484, -0.03998, 1.94313)
H (1.23356, 1.46011, 1.08936)
H (3.06987, 0.37337, 0.33994)
H (2.29944, -1.11225, -0.19584)
H (1.98899, 0.39931, -1.05219)
H (-0.28708, -2.22986, 0.04752)
H (-0.89979, 1.12067, 1.39961)
H (-0.70841, -0.53879, 1.91214)
H (-2.25915, -0.81470, 0.23916)
H (-2.03518, 0.33119, -2.08447)
H (-2.52026, 1.39000, -0.75076)
H (-0.84451, 1.39909, -1.33301)

natural (NBO) population analysis, charges in e, atoms 1 to 5: number 1, C, carries -0.414; number 2, C, carries -0.609; number 3, O, carries -0.535; number 4, C, carries 0.457; number 5, C, carries -0.395


(2)
A structure of composition C36H29HgN8S2Te. Source: the OMol25 dataset; level of theory: ωB97M-V/def2-TZVPD.

## Properties
Total energy = -3044.9956 hartree
HOMO energy = -2.41 eV
Energy above the lowest of the compared OMol25 structures with the same formula, charge and spin = 45.1 kcal per mole
Net charge = -1

Geometry (Å):
Hg (-0.23659, 0.20405, -0.51421)
C (2.56692, 3.37511, -1.12061)
C (3.17103, 2.02782, -1.39283)
C (4.23464, 1.92340, -2.29035)
C (4.77402, 0.68011, -2.54491)
C (4.26328, -0.42019, -1.87664)
C (3.21823, -0.23936, -0.97598)
N (2.68945, 0.96751, -0.75318)
C (2.68224, -1.38644, -0.19399)
C (3.47153, -2.51618, 0.01098)
C (2.96736, -3.56282, 0.75972)
C (1.70137, -3.46950, 1.29866)
C (0.95280, -2.31634, 1.07799)
N (1.44703, -1.31417, 0.33648)
C (-0.42639, -2.15261, 1.63283)
C (-1.02763, -3.16563, 2.35915)
C (-2.35279, -2.93720, 2.82929)
C (-3.01257, -1.79731, 2.54328)
C (-2.38005, -0.74751, 1.69929)
C (-2.54962, 0.66605, 2.27303)
N (-0.99336, -0.98136, 1.38765)
H (2.42334, 3.91818, -2.05562)
H (1.60400, 3.28018, -0.62445)
H (3.23242, 3.96198, -0.48162)
H (4.60256, 2.80626, -2.79614)
H (5.57625, 0.56327, -3.26266)
H (4.64984, -1.40912, -2.08021)
H (4.48088, -2.55986, -0.37174)
H (3.57300, -4.44285, 0.93636)
H (1.30122, -4.28241, 1.88536)
H (-0.52489, -4.08785, 2.60999)
H (-2.84044, -3.70345, 3.42362)
H (-4.03133, -1.62297, 2.87614)
H (-3.49144, 0.73493, 2.81858)
H (-1.71764, 0.93260, 2.91729)
H (-3.44114, 2.13847, 1.11944)
N (0.58046, 4.10925, 1.99873)
C (0.70722, 2.74449, 1.72893)
N (-0.26171, 2.04421, 1.30195)
C (-1.50538, 2.62074, 1.12001)
N (-2.57213, 1.60383, 1.08254)
N (-2.58588, 0.78607, -0.13147)
C (-3.19695, -0.44692, 0.28484)
C (-3.05075, -1.66136, -0.56714)
C (-3.90360, -2.74569, -0.31474)
C (-3.61020, -3.98323, -0.84435)
C (-2.51000, -4.10890, -1.68531)
C (-1.77880, -2.97146, -1.96378)
N (-2.02112, -1.78811, -1.40511)
C (-1.81303, 3.88907, 1.69432)
C (-3.07871, 4.48179, 1.79395)
C (-3.24715, 5.76529, 2.33130)
C (-2.17348, 6.47195, 2.81169)
C (-0.88874, 5.89376, 2.73333)
C (-0.71131, 4.66022, 2.16104)
H (1.33495, 4.57179, 2.47125)
H (1.68950, 2.30381, 1.85429)
H (-4.26899, -0.33721, 0.54690)
H (-4.77426, -2.59808, 0.30894)
H (-4.22322, -4.84350, -0.60578)
H (-2.23854, -5.06316, -2.11695)
H (-0.95196, -2.99864, -2.66806)
H (-3.95426, 3.96276, 1.41731)
H (-4.23922, 6.20131, 2.35755)
H (-2.29520, 7.46049, 3.23548)
H (-0.02583, 6.43411, 3.11012)
Te (-2.34484, 2.49844, -2.08893)
C (-1.86219, 4.14529, -3.41610)
C (-1.81531, 5.42874, -2.93419)
C (-1.38710, 6.39344, -3.88215)
C (-1.11649, 5.83765, -5.09517)
S (-1.36583, 4.13801, -5.07065)
H (-2.07336, 5.66253, -1.90824)
H (-1.28144, 7.44771, -3.66246)
H (-0.75779, 6.32013, -5.99188)
S (0.21494, 1.33431, -3.79301)
C (-0.60996, 1.32111, -2.38988)

Mulliken population analysis, charges in e, atoms 1 to 5: number 1, Hg, carries 2.725; number 2, C, carries -0.962; number 3, C, carries 0.625; number 4, C, carries -0.878; number 5, C, carries -0.564


(3)
The ion C9H13N2S2 with charge +1. Source: the OMol25 dataset; level of theory: ωB97M-V/def2-TZVPD.

## Properties
Total energy = -1256.2973 hartree
HOMO energy (spin up / spin down) = -11.19 / -11.19 eV
Energy above the lowest of the compared OMol25 structures with the same formula, charge and spin = 41.7 kcal per mole
Net charge = +1

Geometry (Å):
C (-3.58981, -0.97937, 0.41778)
C (-4.84327, -0.48234, 0.42055)
C (-1.32174, -0.44895, -0.04040)
C (3.42673, 0.93154, -0.08767)
C (3.36133, -0.55542, -0.15833)
C (2.02876, 1.43386, -0.51191)
C (1.92854, -0.80488, 0.28406)
C (-0.22233, 0.49335, -0.06780)
C (-3.15626, 1.17905, -0.16861)
N (-2.65203, -0.04535, -0.00117)
N (1.15467, 0.35509, -0.06330)
S (-0.94180, -2.21061, -0.37558)
S (-4.81840, 1.17562, -0.02911)
H (-3.24289, -1.91255, 0.83685)
H (-5.76209, -0.83296, 0.69074)
H (3.49726, 1.46724, 0.86521)
H (4.11167, 1.40254, -0.80344)
H (3.39999, -0.88613, -1.15518)
H (4.07557, -1.17246, 0.52993)
H (1.72800, 2.41079, -0.20716)
H (2.00602, 1.24786, -1.60038)
H (1.53245, -1.86943, -0.08135)
H (1.91933, -0.84032, 1.40349)
H (-0.59211, 1.52184, -0.25736)
H (-2.53726, 1.83123, -0.72480)
H (-0.49034, -2.40924, 0.88493)

natural (NBO) population analysis, charges in e, atoms 1 to 5: number 1, C, carries -0.011; number 2, C, carries -0.376; number 3, C, carries -0.180; number 4, C, carries -0.417; number 5, C, carries -0.418


(4)
A cluster of 10 separate species, C48H71IN9O3P in total. Source: the OMol25 dataset; level of theory: ωB97M-V/def2-TZVPD.

## Properties
Total energy = -3228.9586 hartree
HOMO energy = -7.88 eV
SMILES string = CCOCCCO[C@@H](I)COCP(CC)CC.c1cc[nH]c1.c1cc[nH]c1.c1cc[nH]c1.c1cc[nH]c1.c1cc[nH]c1.c1cc[nH]c1.c1cc[nH]c1.c1cc[nH]c1.c1cc[nH]c1

Geometry (Å):
C (1.66679, 0.82449, -4.69198)
C (2.18857, 1.60099, -3.55033)
O (3.32165, 1.04858, -2.88949)
C (3.18322, -0.26228, -2.39739)
C (3.85994, -1.29644, -3.20178)
C (3.94238, -2.57006, -2.41915)
O (3.42021, -3.71268, -3.11035)
C (2.12566, -3.47747, -3.48378)
I (2.02456, -3.59458, -5.65316)
C (1.18733, -4.41434, -2.84354)
O (-0.09741, -4.25028, -3.40436)
C (-1.02510, -3.63455, -2.55639)
P (-0.85723, -1.81792, -2.87429)
C (-2.33103, -1.41198, -3.83824)
C (-2.17771, -0.08212, -4.46627)
C (-1.08979, -0.92345, -1.30266)
C (-0.22078, 0.29557, -1.32334)
H (1.00508, 1.44464, -5.25539)
H (2.46158, 0.51056, -5.33119)
H (1.11188, -0.03834, -4.39126)
H (1.40637, 1.78770, -2.84300)
H (2.51215, 2.54279, -3.91815)
H (3.59508, -0.27128, -1.41146)
H (2.14296, -0.50858, -2.29326)
H (3.30703, -1.43343, -4.09824)
H (4.82095, -0.93462, -3.45650)
H (3.41090, -2.46327, -1.49727)
H (4.94624, -2.78567, -2.15903)
H (1.82143, -2.49337, -3.20728)
H (1.17827, -4.15955, -1.80110)
H (1.50619, -5.43014, -2.94663)
H (-2.00902, -3.96616, -2.78594)
H (-0.84697, -3.82680, -1.51837)
H (-2.45465, -2.17503, -4.56991)
H (-3.17473, -1.38569, -3.19125)
H (-2.18121, 0.68441, -3.72273)
H (-1.26796, -0.01240, -5.01789)
H (-2.98907, 0.11070, -5.12332)
H (-0.83677, -1.52375, -0.45619)
H (-2.08853, -0.58489, -1.14907)
H (-0.49719, 0.95719, -0.54109)
H (-0.34508, 0.78767, -2.25318)
H (0.80022, 0.03462, -1.19521)
N (-2.91387, -0.34056, 1.99073)
C (-2.37968, 0.90839, 2.13713)
C (-3.40845, 1.81084, 2.12521)
C (-4.61494, 1.07115, 1.97145)
C (-4.27574, -0.25152, 1.89549)
H (-2.38073, -1.19082, 1.96051)
H (-1.31648, 1.04566, 2.24010)
H (-3.31352, 2.87986, 2.22329)
H (-5.61473, 1.46671, 1.92610)
H (-4.88209, -1.12860, 1.77819)
N (2.35544, 3.15764, 0.69125)
C (2.27159, 1.99125, -0.02530)
C (1.34921, 1.19640, 0.60092)
C (0.85628, 1.91106, 1.72933)
C (1.49357, 3.11984, 1.75513)
H (2.95470, 3.93075, 0.46287)
H (2.86847, 1.82605, -0.91546)
H (1.05378, 0.21049, 0.28249)
H (0.11575, 1.57458, 2.43350)
H (1.40842, 3.95197, 2.43112)
N (-0.21252, -2.67168, 3.36967)
C (0.83803, -1.80105, 3.23370)
C (1.04455, -1.21135, 4.44814)
C (0.08235, -1.74472, 5.35222)
C (-0.67823, -2.64181, 4.65895)
H (-0.58311, -3.24205, 2.63189)
H (1.34392, -1.68016, 2.29162)
H (1.80135, -0.47882, 4.66868)
H (-0.03494, -1.49505, 6.39205)
H (-1.50488, -3.25672, 4.96885)
N (5.38549, 1.22548, 1.28980)
C (6.56824, 1.88673, 1.46256)
C (7.54245, 0.95226, 1.68773)
C (6.91837, -0.32561, 1.64803)
C (5.58778, -0.12023, 1.40079)
H (4.49682, 1.65867, 1.10912)
H (6.61825, 2.95997, 1.40912)
H (8.58433, 1.15885, 1.86070)
H (7.39220, -1.28204, 1.78606)
H (4.77129, -0.81322, 1.29576)
N (1.44462, -8.30556, 0.33718)
C (2.49868, -9.10911, 0.00042)
C (3.42060, -8.33849, -0.65100)
C (2.90447, -7.01446, -0.71040)
C (1.68473, -7.02726, -0.09101)
H (0.62049, -8.61102, 0.82127)
H (2.50184, -10.15486, 0.25088)
H (4.36096, -8.68262, -1.04433)
H (3.37610, -6.15604, -1.15898)
H (0.96896, -6.24137, 0.07930)
N (-0.54773, 4.01348, 4.54472)
C (-0.76874, 5.31324, 4.91335)
C (-2.05969, 5.62540, 4.59093)
C (-2.64310, 4.46617, 4.00650)
C (-1.68463, 3.49153, 3.99227)
H (0.31826, 3.51861, 4.66168)
H (0.00695, 5.90025, 5.37212)
H (-2.53578, 6.57617, 4.75581)
H (-3.65041, 4.36492, 3.63982)
H (-1.71534, 2.47659, 3.63882)
N (-0.76015, 4.17825, 0.15428)
C (-0.99314, 4.44043, -1.16675)
C (-0.17069, 5.46559, -1.54354)
C (0.59332, 5.83524, -0.39962)
C (0.20674, 5.02185, 0.62958)
H (-1.23207, 3.47217, 0.69217)
H (-1.72287, 3.87583, -1.72067)
H (-0.11971, 5.90179, -2.52613)
H (1.34113, 6.60698, -0.34133)
H (0.53782, 4.97129, 1.65124)
N (-5.81447, 7.44236, -0.05783)
C (-4.47041, 7.49710, -0.31286)
C (-3.97536, 6.22663, -0.22274)
C (-5.06691, 5.37051, 0.10033)
C (-6.18632, 6.15112, 0.19505)
H (-6.43386, 8.23190, -0.05431)
H (-3.98434, 8.42994, -0.53653)
H (-2.94882, 5.93846, -0.36940)
H (-5.03189, 4.30356, 0.24524)
H (-7.20814, 5.89990, 0.41749)
N (-3.04897, -4.78220, 1.34781)
C (-3.42686, -5.43673, 0.20666)
C (-4.50047, -4.77789, -0.31975)
C (-4.77717, -3.67042, 0.52937)
C (-3.86494, -3.69904, 1.54750)
H (-2.28736, -5.05465, 1.94153)
H (-2.89610, -6.30892, -0.13338)
H (-5.02445, -5.05003, -1.21921)
H (-5.55619, -2.93969, 0.39955)
H (-3.72384, -3.05421, 2.39787)

Mulliken population analysis, charges in e, atoms 1 to 5: number 1, C, carries -1.212; number 2, C, carries 0.615; number 3, O, carries -0.605; number 4, C, carries 0.416; number 5, C, carries -0.694


> Which of these has the highest total energy?

C6H12O


Copy entry 1 word for word.
The molecule C6H12O. Source: the OMol25 dataset; level of theory: ωB97M-V/def2-TZVPD.

## Properties
Total energy = -311.0157 hartree
HOMO energy = -9.62 eV
Energy above the lowest of the compared OMol25 structures with the same formula, charge and spin = 27.4 kcal per mole
SMILES string = CCC[C@@H](C)C=O

Geometry (Å):
C (1.08828, 0.37895, 1.01014)
C (2.13478, -0.03835, -0.05933)
O (0.22236, -1.28376, -1.67297)
C (-0.43095, -1.38342, -0.66415)
C (-0.49154, 0.15508, 1.08934)
C (-1.33862, -0.32618, -0.12646)
C (-1.70663, 0.75954, -1.13114)
H (1.48484, -0.03998, 1.94313)
H (1.23356, 1.46011, 1.08936)
H (3.06987, 0.37337, 0.33994)
H (2.29944, -1.11225, -0.19584)
H (1.98899, 0.39931, -1.05219)
H (-0.28708, -2.22986, 0.04752)
H (-0.89979, 1.12067, 1.39961)
H (-0.70841, -0.53879, 1.91214)
H (-2.25915, -0.81470, 0.23916)
H (-2.03518, 0.33119, -2.08447)
H (-2.52026, 1.39000, -0.75076)
H (-0.84451, 1.39909, -1.33301)

natural (NBO) population analysis, charges in e, atoms 1 to 5: number 1, C, carries -0.414; number 2, C, carries -0.609; number 3, O, carries -0.535; number 4, C, carries 0.457; number 5, C, carries -0.395